Formula: C34H46BBrFN2O11P2
Source: the Open Molecules 2025 dataset
Level of theory: ωB97M-V with the def2-TZVPD basis set

Values from the calculation:
HOMO-LUMO gap: 0.242 hartree
Charge: +1

Cartesian coordinates (Å):
C1 3.880 -3.784 1.042
C2 5.069 -3.744 0.055
C3 5.024 -2.550 -0.890
C4 5.048 -1.209 -0.160
C5 4.555 -0.058 -1.042
C6 3.053 0.244 -0.896
C7 2.749 1.725 -0.694
C8 1.262 2.061 -0.889
C9 0.689 2.899 0.252
C10 -0.823 3.135 0.121
C11 -1.635 2.616 1.327
C12 -2.180 1.184 1.091
C13 -3.644 1.079 1.518
C14 -4.500 -0.019 0.826
C15 -3.735 -0.954 -0.050
C16 -2.845 -1.906 0.514
C17 -2.703 -1.994 2.028
O1 -3.689 -2.014 2.694
N1 -1.432 -2.049 2.649
C18 -1.156 -3.139 3.493
O2 -0.129 -3.692 3.486
F1 -2.112 -3.446 4.316
C19 -2.142 -2.762 -0.341
P1 -0.921 -4.053 0.253
O3 -0.740 -4.961 -1.091
O4 0.470 -3.212 0.170
C20 -2.370 -2.679 -1.704
N2 -3.214 -1.783 -2.260
B1 -3.334 -1.856 -3.785
O5 -4.481 -1.564 -4.444
O6 -2.224 -2.254 -4.443
C21 -2.438 -3.554 -5.068
C22 -3.874 -0.906 -1.456
P2 -4.942 0.426 -2.311
O7 -4.482 1.712 -1.439
Br1 -6.969 -0.223 -1.644
H1 3.416 -4.763 1.079
H2 4.207 -3.486 2.033
H3 3.108 -3.087 0.716
H4 5.990 -3.733 0.634
H5 5.051 -4.668 -0.518
H6 5.908 -2.620 -1.525
H7 4.140 -2.621 -1.528
H8 4.440 -1.277 0.741
H9 6.068 -1.016 0.169
H10 4.734 -0.342 -2.081
H11 5.154 0.833 -0.859
H12 2.662 -0.312 -0.040
H13 2.534 -0.070 -1.801
H14 3.331 2.291 -1.419
H15 3.068 2.067 0.290
H16 0.665 1.154 -1.018
H17 1.161 2.628 -1.814
H18 1.218 3.850 0.250
H19 0.928 2.393 1.187
H20 -1.165 2.641 -0.789
H21 -1.039 4.191 -0.014
H22 -0.947 2.614 2.168
H23 -2.436 3.316 1.542
H24 -1.589 0.536 1.740
H25 -2.041 0.977 0.034
H26 -3.741 0.968 2.595
H27 -4.151 1.998 1.248
H28 -4.963 -0.622 1.596
H29 -5.313 0.456 0.314
H30 -0.662 -1.971 1.997
H31 -1.522 -5.523 -1.184
H32 0.302 -2.293 -0.080
H33 -1.832 -3.341 -2.364
H34 -5.252 -2.042 -4.109
H35 -1.495 -4.081 -5.119
H36 -3.131 -4.146 -4.465
H37 -2.899 -3.416 -6.039
H38 -5.207 2.103 -0.914
C23 8.388 0.510 -1.307
C24 9.068 1.313 -2.120
C25 9.981 2.357 -1.585
O8 10.598 3.089 -2.325
C26 10.105 2.466 -0.109
C27 9.424 1.662 0.703
C28 8.513 0.621 0.168
O9 7.891 -0.113 0.907
H39 7.717 -0.256 -1.676
H40 8.992 1.250 -3.198
H41 10.776 3.232 0.259
H42 9.500 1.726 1.781
C29 -8.188 5.006 2.744
C30 -7.534 4.567 1.672
C31 -6.692 3.352 1.731
O10 -6.095 2.959 0.742
C32 -6.601 2.636 3.024
C33 -7.253 3.070 4.099
C34 -8.100 4.292 4.045
O11 -8.694 4.685 5.020
H43 -8.809 5.892 2.724
H44 -7.584 5.071 0.715
H45 -5.983 1.749 3.044
H46 -7.202 2.564 5.054